[1]
Computed, not measured: a structure of composition C9H15Cl2GaIrO3P at a distorted geometry, with wB97M-V/def2-TZVPD.

```
32
C9H15Cl2GaIrO3P, DFT wB97M-V/def2-TZVPD
Ga -0.635 -1.248 -4.516
Ir -0.237 -1.137 -0.915
Cl -1.308 0.639 -3.784
Cl 0.013 -2.535 -2.794
C -1.532 -2.070 0.006
C -0.807 -0.676 -7.146
C 0.021 -2.578 -6.402
O -2.361 -2.616 0.614
O -0.669 -0.767 -8.287
O 0.424 -3.243 -7.262
C -2.274 1.175 2.095
C -1.078 1.487 1.169
P 0.048 0.109 0.804
C 1.762 0.574 0.234
C 2.494 1.500 1.195
C 0.323 -0.715 2.386
C 0.675 0.191 3.569
H -2.995 0.500 1.617
H -2.820 2.103 2.323
H -1.988 0.741 3.062
H -1.465 1.851 0.205
H -0.484 2.311 1.598
H 2.314 -0.376 0.125
H 1.687 1.012 -0.774
H 2.999 0.936 1.988
H 3.267 2.072 0.674
H 1.824 2.233 1.653
H -0.602 -1.250 2.598
H 1.105 -1.467 2.256
H 0.004 1.058 3.667
H 0.578 -0.365 4.512
H 1.716 0.550 3.531
```

Properties
- HOMO-LUMO gap (spin up / spin down) (eV) = 5.81 / 4.09
- net charge = +4
- spin multiplicity = 5
- relative energy (zero: lowest compared OMol25 entry of this formula, charge and spin) (kcal/mol) = 90.7

[2]
Computed, not measured: a cluster of 5 separate species, C9H15Cl9O6 in total at a distorted geometry, with wB97M-V/def2-TZVPD.

```
39
C9H15Cl9O6, DFT wB97M-V/def2-TZVPD
C 18.916 10.330 6.702
O 18.391 9.201 6.025
C 18.350 8.087 6.694
O 18.628 7.962 7.867
O 17.930 7.108 5.899
C 17.782 5.913 6.713
H 18.026 10.982 7.112
H 19.598 10.809 5.978
H 19.385 9.972 7.599
H 17.057 6.068 7.526
H 18.731 5.586 7.200
H 17.370 5.188 5.957
C 9.664 12.183 4.229
O 9.306 10.840 4.006
C 9.830 10.001 4.928
O 10.456 10.286 5.897
O 9.496 8.719 4.696
C 10.158 7.770 5.482
H 9.281 12.751 3.421
H 10.778 12.219 4.233
H 9.218 12.560 5.155
H 11.129 7.537 5.081
H 9.519 6.899 5.400
H 10.231 8.087 6.520
Cl 10.938 9.410 10.081
C 10.155 10.410 8.900
Cl 10.178 12.074 9.286
Cl 8.505 9.810 8.617
H 10.710 10.303 7.942
Cl 9.814 4.974 7.011
C 9.431 5.835 8.529
Cl 10.641 5.340 9.661
Cl 7.896 5.407 9.121
H 9.591 6.886 8.398
Cl 14.654 10.434 4.961
C 13.989 9.157 5.986
Cl 14.886 8.938 7.493
Cl 13.882 7.683 4.951
H 12.909 9.392 6.229
```

Properties
- HOMO-LUMO gap (eV) = 11.22
- net charge = 0
- relative energy (zero: lowest compared OMol25 entry of this formula, charge and spin) (kcal/mol) = 0.5

[3]
Computed, not measured: a structure of composition C9H15DyO5 at a distorted geometry, with wB97M-V/def2-TZVPD.

```
30
C9H15DyO5, DFT wB97M-V/def2-TZVPD
C -2.029 1.504 -1.177
O -1.797 0.207 -0.657
C -2.037 -0.857 -1.561
C -2.057 -2.112 -0.722
O -0.895 -2.051 0.094
C -0.607 -3.136 0.923
C 0.445 -2.691 1.888
O 0.945 -1.586 1.815
H -1.431 1.661 -2.087
H -3.096 1.622 -1.412
H -1.706 2.220 -0.414
H -2.981 -0.721 -2.105
H -2.934 -2.128 -0.056
H -2.048 -3.003 -1.364
H -1.497 -3.458 1.493
H 0.863 -3.462 2.560
H -0.233 -4.006 0.355
O 0.912 1.840 1.385
C 1.585 2.898 0.768
C 1.867 2.621 -0.677
O 2.951 1.852 -1.014
C 2.720 0.686 -1.744
C 1.661 -0.110 -1.551
Dy 0.283 0.039 0.503
H 2.545 3.125 1.280
H 0.972 3.823 0.811
H 1.083 2.678 -1.441
H 3.568 0.510 -2.418
H 1.806 -1.071 -2.068
H -1.154 -0.889 -2.344
```

Properties
- HOMO-LUMO gap (spin up / spin down) (eV) = 5.43 / 7.51
- net charge = +1
- spin multiplicity = 7
- relative energy (zero: lowest compared OMol25 entry of this formula, charge and spin) (kcal/mol) = 0.0

[4]
Computed, not measured: a cluster of 5 separate species, C9H15F2N3O12 in total at a distorted geometry, with wB97M-V/def2-TZVPD.

```
41
C9H15F2N3O12, DFT wB97M-V/def2-TZVPD
O -3.124 -2.156 1.067
C -2.714 -1.111 0.558
O -1.913 -1.123 -0.568
C -1.469 0.168 -0.904
C -2.816 0.796 -0.508
F -3.835 0.641 -1.356
O -3.035 0.133 0.741
H -0.708 0.611 -0.261
H -1.141 0.318 -1.933
H -2.741 1.853 -0.252
O 0.427 0.260 5.003
C 0.328 -0.365 3.924
O 1.255 -0.552 2.996
C 0.743 -1.266 1.929
C -0.710 -1.036 2.083
F -1.463 -2.091 1.798
O -0.833 -0.785 3.520
H 1.085 -0.872 0.973
H 0.886 -2.344 1.857
H -1.052 -0.239 1.422
C 1.761 0.581 -2.097
N 0.859 0.442 -1.040
O 0.613 -0.703 -0.629
O 0.370 1.435 -0.521
H 2.051 1.631 -2.120
H 1.431 0.374 -3.114
H 2.528 -0.135 -1.804
C 2.140 -2.300 -3.149
N 3.403 -1.530 -2.915
O 3.705 -0.592 -3.686
O 4.093 -1.985 -1.983
H 2.290 -3.358 -2.933
H 1.798 -2.140 -4.171
H 1.395 -1.911 -2.455
C -0.940 3.242 1.043
N -0.617 2.198 2.054
O -0.424 2.531 3.209
O -0.652 0.998 1.654
H -0.575 2.847 0.095
H -0.386 4.132 1.341
H -2.015 3.402 1.131
```

Properties
- HOMO-LUMO gap (eV) = 7.55
- net charge = 0
- relative energy (zero: lowest compared OMol25 entry of this formula, charge and spin) (kcal/mol) = 231.3

[5]
Computed, not measured: the molecule C9H15IO3 at a distorted geometry, with wB97M-V/def2-TZVPD.

```
28
C9H15IO3, DFT wB97M-V/def2-TZVPD
C 1.407 1.496 -2.173
C 0.833 1.849 -0.823
C 0.278 0.522 0.030
C 1.473 -0.373 0.419
C -0.348 1.062 1.282
C -0.896 0.300 2.219
I -1.538 1.142 4.051
C -1.056 -1.168 2.113
O -2.380 -1.595 2.353
C -0.699 -0.080 -0.986
O -1.662 0.398 -1.531
C -0.389 -1.567 -1.344
O -1.227 -2.016 -2.329
H 1.252 2.241 -2.902
H 0.926 0.524 -2.697
H 2.441 1.331 -2.027
H -0.105 2.481 -0.729
H 1.606 2.270 -0.195
H 1.954 0.212 1.131
H 2.183 -0.371 -0.344
H 1.179 -1.392 0.803
H -0.169 2.077 1.671
H -0.339 -1.688 2.897
H -0.717 -1.658 1.169
H -2.724 -1.021 2.993
H -0.512 -2.291 -0.514
H 0.686 -1.539 -1.697
H -1.456 -1.145 -2.839
```

Properties
- HOMO-LUMO gap (eV) = 9.71
- net charge = 0
- relative energy (zero: lowest compared OMol25 entry of this formula, charge and spin) (kcal/mol) = 0.0

[6]
Computed, not measured: the molecule C9H15N at a distorted geometry, with wB97M-V/def2-TZVPD.

```
25
C9H15N, DFT wB97M-V/def2-TZVPD
C -2.489 -1.122 0.142
N -1.589 -0.369 -0.653
C -1.439 1.255 -0.357
C -0.059 1.955 -0.409
C 1.087 1.254 0.355
C 2.253 0.384 -0.329
C 2.300 -0.932 -0.493
C 0.929 -1.663 -0.292
C -0.135 -0.688 -0.230
C 0.277 -0.035 1.149
H -3.449 -0.623 0.032
H -2.085 -1.197 1.139
H -2.583 -2.202 -0.468
H -2.006 1.533 0.527
H -1.790 1.507 -1.307
H 0.290 2.105 -1.438
H -0.551 2.707 0.070
H 1.647 1.767 1.046
H 3.336 0.942 -0.335
H 3.366 -1.527 -0.185
H 1.069 -2.203 0.786
H 0.982 -2.594 -1.215
H 0.144 0.021 -0.910
H -0.512 0.335 1.777
H 1.008 -0.611 1.599
```

Properties
- HOMO-LUMO gap (eV) = 9.41
- net charge = 0
- relative energy (zero: lowest compared OMol25 entry of this formula, charge and spin) (kcal/mol) = 189.4

[7]
Computed, not measured: the ion C9H15N2 with charge +1 at a distorted geometry, with wB97M-V/def2-TZVPD.

```
26
C9H15N2, DFT wB97M-V/def2-TZVPD
C 0.852 -2.231 -0.775
C 1.498 -1.243 -1.829
C 1.954 0.046 -1.022
C 0.907 1.051 -0.700
C 1.323 2.317 0.052
N -0.290 0.894 -1.082
C -1.538 0.810 -0.935
C -2.320 0.398 0.156
C -1.961 0.200 1.453
C -2.516 -0.325 2.748
N -1.122 0.042 2.475
H 1.670 -2.510 -0.194
H 0.063 -1.792 -0.180
H 0.538 -3.069 -1.342
H 0.786 -1.096 -2.599
H 2.330 -1.683 -2.330
H 2.300 -0.473 -0.051
H 2.700 0.649 -1.616
H 1.852 3.044 -0.571
H 0.405 2.710 0.425
H 2.104 2.120 0.687
H -2.045 1.040 -1.831
H -3.382 0.494 0.028
H -3.104 0.349 3.420
H -2.714 -1.352 3.026
H -0.290 -0.389 2.590
```

Properties
- HOMO-LUMO gap (eV) = 9.05
- net charge = +1
- relative energy (zero: lowest compared OMol25 entry of this formula, charge and spin) (kcal/mol) = 81.1

[8]
Computed, not measured: the molecule C9H15N3 at a distorted geometry, with wB97M-V/def2-TZVPD.

```
27
C9H15N3, DFT wB97M-V/def2-TZVPD
C -3.009 0.849 -1.659
C -1.761 0.361 -0.910
N -1.174 -0.780 -1.372
C 0.003 -1.152 -0.804
C 0.665 -2.336 -1.436
C 0.564 -0.424 0.253
N 1.811 -0.678 0.793
C 2.811 0.348 0.474
C 1.801 -1.130 2.181
N -0.052 0.651 0.758
C -1.184 1.050 0.162
C -1.864 2.299 0.727
H -3.885 0.933 -1.016
H -2.768 1.874 -2.028
H -3.151 0.201 -2.506
H 0.240 -2.523 -2.426
H 1.728 -2.109 -1.523
H 0.603 -3.221 -0.806
H 2.953 1.040 1.305
H 2.535 0.843 -0.440
H 3.746 -0.160 0.310
H 2.792 -1.574 2.322
H 1.628 -0.300 2.854
H 1.036 -1.891 2.301
H -1.300 2.718 1.516
H -1.894 3.054 -0.082
H -2.875 2.054 1.053
```

Properties
- HOMO-LUMO gap (eV) = 9.41
- net charge = 0
- relative energy (zero: lowest compared OMol25 entry of this formula, charge and spin) (kcal/mol) = 5.5

- Which value of net charge does entry 7 give?
  +1